30
Properties=species:S:1:pos:R:3:mulliken_charge:R:1 method="wB97M-V/def2-TZVPD" homo_energy_ha=-0.457 e_lumo_ev=-2.541 charge=+1 molar_mass_g_mol=167.229 orbital_gap_ha=0.364
O -2.2692 2.1479 0.0337 -0.659
O -2.0133 -1.9974 -1.1472 -0.611
O 0.4031 2.4782 -0.3381 -0.693
N -1.2081 0.0370 1.2966 -0.031
N 1.6084 0.5674 -2.0369 -0.380
C 0.8967 -1.4030 1.1391 -0.813
C -0.4389 -1.1194 3.3059 -1.556
C 1.9645 -0.2721 -0.9561 -0.808
C 1.0078 -0.8573 -0.2549 0.149
C 1.7538 0.3712 -3.2639 -0.405
C 0.0449 -0.4876 1.9982 0.559
H -1.3183 1.0525 1.3547 0.374
H 1.4485 1.1716 -3.9225 0.285
H -1.3898 -1.6571 3.1425 0.407
H 1.7935 -1.4903 1.7546 0.432
H -3.0024 2.4131 -0.4920 0.289
H 0.9394 3.2736 -0.3979 0.264
H 0.7489 1.8590 -1.0148 0.534
H -0.8250 -0.4482 4.0716 0.408
H -2.0738 -0.3500 1.6658 0.369
H 0.5893 0.4082 2.2744 0.173
H -1.1654 -0.2184 0.3205 -0.076
H -1.9695 -2.6450 -1.8337 0.316
H 0.0193 -0.8543 -0.7060 0.415
H 0.4398 -2.3953 1.0787 0.287
H -1.4131 2.4296 -0.2451 0.390
H 2.1988 -0.5462 -3.6524 0.290
H 3.0350 -0.2513 -0.7891 0.428
H 0.2363 -1.8722 3.6939 0.354
H -2.3403 -1.2020 -1.5786 0.310